(1)
C29H58BClI2N3O36S8Si as an isolated structure in a non-equilibrium geometry. Source: the Open Molecules 2025 dataset; level of theory: ωB97M-V/def2-TZVPD.

Last column: Löwdin charge in e.
Geometry (Å):
C (-1.805, -1.412, 1.220)  -0.18
C (-0.586, -2.385, 1.416)  -0.73
I (0.113, -2.061, 3.479)  0.96
C (0.665, -2.089, 0.501)  -0.23
C (0.491, -2.512, -1.034)  -0.34
C (-0.289, -3.881, -1.204)  -0.05
C (0.408, -5.150, -0.612)  -0.73
O (0.414, -6.129, -1.275)  0.04
Cl (1.154, -5.289, 1.018)  0.72
N (-0.428, -1.478, -1.606)  0.14
C (0.184, -0.244, -1.883)  -0.39
N (-0.639, 0.754, -2.173)  0.07
C (-2.124, 0.606, -2.198)  -0.03
B (-2.711, 2.100, -1.853)  -0.55
O (-3.132, 2.999, -2.817)  0.18
O (-2.724, 2.436, -0.470)  0.11
N (1.560, 0.067, -1.949)  -0.33
I (2.024, 1.670, -0.676)  1.17
C (2.480, -1.030, -1.516)  -0.27
C (1.922, -2.484, -1.686)  -0.44
O (2.883, -3.340, -1.022)  -0.06
Si (2.019, -2.973, -3.544)  0.62
C (3.588, -2.387, -4.451)  -0.16
C (2.005, -4.901, -3.714)  -0.15
C (0.525, -2.372, -4.592)  -0.17
H (-1.524, -0.329, 1.243)  0.08
H (-2.589, -1.687, 1.971)  0.08
H (-2.254, -1.661, 0.210)  0.06
H (-0.887, -3.468, 1.401)  0.05
H (1.537, -2.604, 0.987)  0.06
H (0.877, -0.983, 0.612)  0.09
H (-0.526, -4.113, -2.283)  0.12
H (-1.308, -3.824, -0.714)  0.14
H (-0.971, -1.847, -2.392)  0.14
H (-0.292, 1.684, -2.422)  0.12
H (-2.492, 0.341, -3.229)  0.14
H (-2.514, -0.060, -1.392)  0.11
H (-3.232, 3.853, -2.345)  0.13
H (-1.961, 2.009, -0.033)  0.10
H (2.795, -0.804, -0.452)  0.06
H (3.433, -0.914, -2.113)  0.13
H (3.291, -2.863, -0.277)  0.11
H (3.957, -3.190, -5.145)  0.05
H (3.342, -1.463, -5.050)  0.05
H (4.415, -2.212, -3.710)  0.04
H (2.388, -5.307, -2.730)  0.03
H (2.736, -5.214, -4.500)  0.05
H (0.973, -5.313, -3.851)  0.03
H (0.732, -2.707, -5.646)  0.06
H (-0.374, -2.963, -4.255)  0.03
H (0.368, -1.264, -4.581)  0.03
C (0.971, 0.141, 7.812)  -0.15
C (1.008, 1.575, 8.306)  -0.17
O (1.028, 2.373, 7.114)  -0.18
S (0.195, 1.617, 5.963)  0.61
O (-1.121, 2.164, 5.929)  -0.23
O (1.017, 1.527, 4.801)  -0.26
O (0.116, 0.163, 6.658)  -0.31
H (1.963, -0.197, 7.494)  0.14
H (0.580, -0.542, 8.562)  0.11
H (1.882, 1.781, 8.921)  0.14
H (0.096, 1.831, 8.871)  0.08
C (-2.373, 5.450, 8.819)  -0.16
C (-3.039, 5.242, 10.166)  -0.16
O (-2.260, 4.229, 10.806)  -0.18
S (-0.722, 4.368, 10.338)  0.67
O (-0.013, 5.096, 11.328)  -0.20
O (-0.283, 3.098, 9.854)  -0.25
O (-0.970, 5.341, 9.076)  -0.18
H (-2.653, 4.663, 8.114)  0.13
H (-2.607, 6.422, 8.388)  0.14
H (-4.077, 4.929, 10.073)  0.14
H (-2.986, 6.147, 10.778)  0.14
C (-3.577, -3.421, 7.263)  -0.17
C (-2.475, -4.166, 7.993)  -0.17
O (-1.298, -3.383, 7.778)  -0.18
S (-1.710, -1.822, 7.679)  0.65
O (-1.500, -1.222, 8.952)  -0.20
O (-1.163, -1.287, 6.482)  -0.30
O (-3.300, -2.036, 7.480)  -0.18
H (-3.539, -3.612, 6.188)  0.13
H (-4.566, -3.675, 7.641)  0.14
H (-2.337, -5.178, 7.618)  0.14
H (-2.667, -4.200, 9.069)  0.14
C (-4.562, 4.028, 2.107)  -0.17
C (-5.247, 3.526, 0.851)  -0.19
O (-6.626, 3.846, 1.030)  -0.18
S (-6.746, 5.210, 1.892)  0.63
O (-6.930, 6.294, 0.993)  -0.21
O (-7.609, 4.970, 2.992)  -0.21
O (-5.221, 5.254, 2.427)  -0.19
H (-4.706, 3.335, 2.941)  0.14
H (-3.496, 4.196, 1.958)  0.13
H (-5.117, 2.455, 0.706)  0.13
H (-4.888, 4.057, -0.034)  0.12
C (1.625, 4.881, -5.446)  -0.16
C (0.934, 4.657, -4.117)  -0.18
O (1.708, 3.636, -3.469)  -0.29
S (3.261, 3.791, -3.910)  0.58
O (3.942, 4.516, -2.896)  -0.22
O (3.714, 2.534, -4.394)  -0.23
O (3.027, 4.775, -5.163)  -0.17
H (1.364, 4.100, -6.165)  0.14
H (1.395, 5.852, -5.869)  0.11
H (-0.101, 4.340, -4.235)  0.13
H (0.970, 5.554, -3.497)  0.12
C (5.377, -5.647, -3.063)  -0.18
C (6.713, -5.144, -2.553)  -0.17
O (7.663, -5.574, -3.529)  -0.18
S (6.961, -5.584, -4.986)  0.63
O (7.288, -4.373, -5.652)  -0.22
O (7.162, -6.860, -5.571)  -0.21
O (5.426, -5.481, -4.481)  -0.21
H (5.248, -6.711, -2.850)  0.14
H (4.540, -5.091, -2.646)  0.10
H (6.961, -5.544, -1.571)  0.14
H (6.737, -4.051, -2.516)  0.13
C (-0.814, -8.177, -4.568)  -0.17
C (-1.440, -9.199, -5.498)  -0.17
O (-2.251, -8.432, -6.393)  -0.18
S (-1.563, -6.992, -6.630)  0.62
O (-0.823, -7.041, -7.840)  -0.21
O (-2.527, -5.983, -6.360)  -0.23
O (-0.519, -7.050, -5.397)  -0.21
H (-1.519, -7.858, -3.797)  0.13
H (0.094, -8.551, -4.096)  0.14
H (-2.043, -9.932, -4.966)  0.14
H (-0.680, -9.715, -6.090)  0.14
C (1.064, 10.424, -4.242)  -0.16
C (1.368, 10.549, -5.723)  -0.16
O (1.026, 9.273, -6.274)  -0.18
S (-0.207, 8.651, -5.444)  0.64
O (-1.408, 8.923, -6.147)  -0.20
O (0.155, 7.335, -5.024)  -0.24
O (-0.130, 9.638, -4.172)  -0.18
H (1.858, 9.885, -3.720)  0.13
H (0.912, 11.392, -3.769)  0.14
H (2.413, 10.785, -5.914)  0.14
H (0.733, 11.302, -6.196)  0.14

net charge: +1
multiplicity: 1
Kohn-Sham gap: 7.041 eV
maximum force: 5.14 eV Å⁻¹

---

(2)
A 14-piece molecular cluster, C69H177F5N27O24P9 overall in a non-equilibrium geometry. Source: the Open Molecules 2025 dataset; level of theory: ωB97M-V/def2-TZVPD.

Last column: Löwdin charge in e.
Geometry (Å):
C (-0.356, -1.423, 8.552)  -0.12
C (-0.103, -0.261, 7.606)  -0.27
O (0.574, 0.526, 8.597)  0.18
C (0.094, 0.285, 9.739)  -0.61
O (0.273, 0.884, 10.819)  0.12
O (-0.466, -0.891, 9.763)  0.12
F (-1.193, 0.272, 7.112)  0.12
H (0.510, -2.081, 8.620)  0.15
H (-1.139, -2.147, 8.327)  0.13
H (0.492, -0.413, 6.705)  0.16
C (5.829, 5.851, 2.690)  -0.10
C (5.815, 6.859, 3.804)  -0.24
O (6.075, 8.124, 3.209)  0.19
C (6.114, 8.022, 1.964)  -0.56
O (6.158, 8.978, 1.208)  0.14
O (6.010, 6.670, 1.577)  0.06
F (6.829, 6.443, 4.635)  0.05
H (5.052, 5.092, 2.599)  0.13
H (6.696, 5.207, 2.839)  0.13
H (4.915, 7.049, 4.390)  0.16
C (5.010, -0.484, 6.170)  0.02
C (3.727, 0.183, 5.821)  -0.38
O (2.928, -0.719, 5.128)  0.15
C (3.716, -1.568, 4.511)  -0.58
O (3.440, -2.264, 3.555)  0.13
O (4.857, -1.531, 5.152)  0.09
F (3.846, 1.359, 5.208)  0.12
H (4.966, -0.753, 7.226)  0.14
H (5.860, 0.187, 6.044)  0.15
H (3.309, 0.342, 6.815)  0.16
C (8.219, 0.304, 1.977)  -0.03
C (6.857, -0.370, 1.940)  -0.23
O (6.144, 0.828, 2.312)  0.10
C (6.851, 1.640, 3.128)  -0.58
O (6.409, 2.581, 3.765)  0.14
O (8.094, 1.333, 2.987)  0.12
F (6.767, -1.385, 2.899)  0.05
H (8.441, 0.688, 0.981)  0.15
H (8.929, -0.454, 2.307)  0.14
H (6.533, -0.628, 0.932)  0.16
C (-1.960, 4.672, 6.045)  -0.03
C (-1.543, 5.791, 6.987)  -0.29
O (-0.217, 5.453, 7.102)  0.14
C (0.228, 4.918, 5.956)  -0.54
O (1.420, 4.644, 5.766)  0.12
O (-0.799, 4.568, 5.209)  0.08
F (-1.951, 5.578, 8.287)  0.05
H (-2.894, 4.793, 5.495)  0.13
H (-2.233, 3.783, 6.614)  0.14
H (-1.665, 6.858, 6.804)  0.18
O (-8.414, 0.999, 2.360)  -0.31
P (-7.611, 2.186, 1.978)  0.64
N (-6.104, 2.275, 2.826)  -0.34
C (-5.394, 3.409, 3.058)  -0.19
C (-5.607, 1.032, 3.468)  -0.08
N (-8.467, 3.692, 1.999)  -0.30
C (-8.988, 4.184, 3.330)  -0.10
C (-8.828, 4.525, 0.829)  -0.12
N (-7.102, 2.078, 0.246)  -0.28
C (-7.812, 1.159, -0.677)  -0.14
C (-5.668, 2.507, -0.094)  -0.07
H (-5.953, 4.331, 2.902)  0.09
H (-4.544, 3.365, 2.377)  0.07
H (-4.982, 3.298, 4.062)  0.08
H (-6.182, 1.002, 4.393)  0.08
H (-4.544, 0.951, 3.695)  0.08
H (-5.857, 0.210, 2.797)  0.07
H (-8.698, 5.211, 3.552)  0.08
H (-10.044, 3.923, 3.397)  0.08
H (-8.479, 3.590, 4.090)  0.06
H (-8.027, 5.053, 0.312)  0.07
H (-9.172, 3.957, -0.035)  0.06
H (-9.730, 5.104, 1.026)  0.08
H (-7.427, 0.140, -0.674)  0.06
H (-8.866, 1.025, -0.432)  0.07
H (-7.951, 1.517, -1.697)  0.07
H (-5.605, 2.632, -1.175)  0.06
H (-5.062, 1.686, 0.289)  0.05
H (-5.398, 3.475, 0.328)  0.06
O (0.021, -3.249, 5.220)  -0.29
P (-0.382, -4.653, 4.999)  0.62
N (1.051, -5.622, 4.734)  -0.28
C (2.240, -5.280, 5.527)  -0.12
C (1.106, -7.020, 4.149)  -0.09
N (-1.333, -5.005, 3.591)  -0.30
C (-0.622, -5.019, 2.290)  -0.10
C (-2.673, -4.418, 3.405)  -0.10
N (-1.350, -5.420, 6.178)  -0.31
C (-1.436, -6.872, 6.319)  -0.11
C (-2.474, -4.690, 6.756)  -0.12
H (2.320, -5.695, 6.532)  0.07
H (2.247, -4.195, 5.636)  0.05
H (3.168, -5.555, 5.025)  0.08
H (0.209, -7.225, 3.565)  0.07
H (1.327, -7.724, 4.951)  0.07
H (1.965, -7.005, 3.477)  0.07
H (-1.150, -5.667, 1.589)  0.06
H (-0.644, -3.994, 1.920)  0.07
H (0.400, -5.395, 2.335)  0.06
H (-2.783, -3.634, 4.154)  0.07
H (-2.854, -3.971, 2.427)  0.07
H (-3.166, -5.336, 3.726)  0.08
H (-1.987, -7.258, 7.177)  0.08
H (-1.919, -7.345, 5.464)  0.08
H (-0.432, -7.224, 6.557)  0.07
H (-2.784, -5.231, 7.650)  0.08
H (-3.302, -4.845, 6.065)  0.06
H (-2.364, -3.618, 6.917)  0.07
O (7.099, 2.558, -3.499)  -0.32
P (6.412, 1.597, -4.448)  0.73
N (4.718, 2.042, -4.565)  -0.31
C (3.824, 1.431, -5.612)  -0.10
C (3.989, 2.560, -3.458)  -0.15
N (6.285, -0.060, -3.777)  -0.28
C (5.854, -1.198, -4.535)  -0.15
C (6.790, -0.325, -2.381)  -0.10
N (7.041, 1.357, -6.095)  -0.32
C (8.443, 0.889, -6.239)  -0.11
C (6.905, 2.366, -7.059)  -0.18
H (3.225, 2.159, -6.157)  0.08
H (3.060, 0.855, -5.090)  0.05
H (4.550, 0.855, -6.187)  0.06
H (3.739, 1.767, -2.752)  0.08
H (2.972, 2.911, -3.634)  0.07
H (4.613, 3.390, -3.128)  0.07
H (6.127, -2.177, -4.139)  0.07
H (4.764, -1.176, -4.564)  0.06
H (6.307, -1.211, -5.526)  0.07
H (6.067, 0.015, -1.638)  0.06
H (6.892, -1.378, -2.119)  0.06
H (7.736, 0.208, -2.296)  0.07
H (8.592, -0.139, -5.906)  0.07
H (8.666, 0.698, -7.288)  0.09
H (9.131, 1.476, -5.631)  0.09
H (7.254, 2.121, -8.062)  0.08
H (7.559, 3.130, -6.639)  0.09
H (5.899, 2.674, -7.342)  0.08
O (-0.410, -4.878, -5.438)  -0.27
P (-0.645, -3.483, -5.797)  0.59
N (-1.013, -3.128, -7.481)  -0.29
C (0.109, -3.456, -8.341)  -0.18
C (-2.136, -3.792, -8.160)  -0.12
N (0.607, -2.377, -5.357)  -0.29
C (0.884, -1.077, -5.889)  -0.16
C (1.257, -2.575, -3.958)  -0.03
N (-2.057, -2.821, -5.121)  -0.31
C (-2.498, -1.486, -5.452)  -0.12
C (-3.055, -3.708, -4.493)  -0.09
H (1.094, -3.488, -7.876)  0.08
H (0.085, -2.782, -9.197)  0.08
H (-0.004, -4.456, -8.760)  0.07
H (-2.155, -4.830, -7.830)  0.09
H (-2.150, -3.723, -9.248)  0.09
H (-3.050, -3.318, -7.803)  0.07
H (0.607, -0.281, -5.198)  0.07
H (1.968, -1.171, -5.961)  0.07
H (0.571, -0.846, -6.908)  0.09
H (1.125, -3.567, -3.527)  0.06
H (2.316, -2.371, -4.118)  0.07
H (0.670, -1.921, -3.313)  0.06
H (-2.805, -1.029, -4.511)  0.07
H (-1.619, -0.893, -5.704)  0.05
H (-3.317, -1.460, -6.170)  0.08
H (-2.954, -4.682, -4.973)  0.08
H (-4.084, -3.355, -4.540)  0.07
H (-2.804, -3.813, -3.437)  0.04
O (-1.465, 5.963, -4.011)  -0.28
P (-2.779, 5.354, -4.445)  0.56
N (-2.728, 3.692, -4.365)  -0.28
C (-1.915, 2.829, -5.281)  -0.09
C (-3.014, 3.045, -3.031)  -0.08
N (-3.146, 5.607, -6.103)  -0.27
C (-2.437, 6.700, -6.837)  -0.11
C (-3.811, 4.702, -7.112)  -0.12
N (-4.210, 5.848, -3.723)  -0.32
C (-5.489, 5.267, -3.939)  -0.13
C (-4.098, 6.583, -2.476)  -0.11
H (-2.628, 2.362, -5.961)  0.07
H (-1.339, 2.025, -4.823)  0.06
H (-1.081, 3.402, -5.685)  0.08
H (-3.900, 3.444, -2.537)  0.04
H (-2.224, 3.255, -2.310)  0.07
H (-3.106, 1.967, -3.165)  0.07
H (-1.416, 6.466, -7.140)  0.08
H (-3.001, 6.757, -7.768)  0.06
H (-2.576, 7.687, -6.396)  0.08
H (-4.134, 3.825, -6.552)  0.04
H (-4.704, 5.055, -7.629)  0.08
H (-3.113, 4.274, -7.831)  0.08
H (-6.210, 6.022, -4.254)  0.09
H (-5.439, 4.590, -4.792)  0.07
H (-5.819, 4.609, -3.135)  0.07
H (-4.146, 7.639, -2.740)  0.09
H (-3.197, 6.329, -1.918)  0.05
H (-4.987, 6.420, -1.866)  0.08
O (1.740, -4.997, -0.765)  -0.32
P (3.143, -5.469, -0.596)  0.66
N (3.384, -6.967, 0.297)  -0.30
C (2.283, -7.969, 0.191)  -0.11
C (4.572, -7.476, 0.878)  -0.14
N (4.338, -4.318, -0.059)  -0.27
C (4.688, -3.218, -0.874)  -0.16
C (4.398, -3.940, 1.406)  -0.09
N (3.616, -5.942, -2.188)  -0.31
C (4.988, -6.271, -2.662)  -0.13
C (2.571, -6.435, -3.120)  -0.09
H (2.518, -8.722, -0.561)  0.07
H (1.418, -7.442, -0.211)  0.06
H (2.196, -8.711, 0.985)  0.07
H (5.086, -6.624, 1.323)  0.07
H (5.180, -7.975, 0.124)  0.08
H (4.388, -8.218, 1.655)  0.08
H (4.998, -3.462, -1.890)  0.07
H (3.993, -2.378, -0.838)  0.06
H (5.642, -2.777, -0.585)  0.07
H (5.406, -3.873, 1.816)  0.09
H (3.804, -3.040, 1.564)  0.04
H (3.815, -4.653, 1.989)  0.07
H (5.737, -5.792, -2.033)  0.06
H (5.272, -7.323, -2.652)  0.07
H (5.204, -5.904, -3.666)  0.07
H (2.930, -7.400, -3.478)  0.09
H (2.413, -5.536, -3.717)  0.07
H (1.580, -6.475, -2.668)  0.06
O (1.490, 8.232, -0.294)  -0.28
P (1.317, 6.893, 0.234)  0.62
N (1.938, 6.573, 1.843)  -0.27
C (2.008, 7.771, 2.871)  -0.04
C (1.897, 5.252, 2.493)  -0.14
N (1.952, 5.646, -0.845)  -0.29
C (3.370, 5.357, -1.143)  -0.08
C (1.023, 5.119, -1.775)  -0.16
N (-0.390, 6.560, 0.321)  -0.27
C (-1.051, 5.698, 1.383)  -0.09
C (-1.325, 7.376, -0.458)  -0.14
H (2.546, 8.562, 2.349)  0.07
H (2.519, 7.364, 3.744)  0.06
H (1.048, 8.152, 3.219)  0.06
H (2.831, 5.139, 3.045)  0.07
H (1.435, 4.476, 1.883)  0.05
H (1.138, 5.318, 3.272)  0.04
H (3.644, 4.318, -1.327)  0.06
H (3.505, 5.887, -2.085)  0.09
H (3.941, 5.749, -0.301)  0.07
H (0.456, 5.918, -2.253)  0.05
H (1.520, 4.510, -2.530)  0.08
H (0.148, 4.667, -1.309)  0.06
H (-1.238, 6.247, 2.306)  0.06
H (-2.048, 5.376, 1.082)  0.06
H (-0.540, 4.768, 1.631)  0.04
H (-1.192, 7.236, -1.530)  0.06
H (-1.200, 8.427, -0.195)  0.07
H (-2.388, 7.276, -0.241)  0.06
O (-5.213, -6.001, -2.549)  -0.31
P (-4.744, -5.191, -1.372)  0.57
N (-3.413, -5.918, -0.548)  -0.30
C (-3.657, -6.754, 0.592)  -0.11
C (-2.162, -6.068, -1.212)  -0.12
N (-5.981, -5.201, -0.270)  -0.28
C (-7.432, -5.478, -0.664)  -0.06
C (-5.843, -4.429, 1.017)  -0.10
N (-4.304, -3.604, -1.809)  -0.32
C (-3.264, -2.871, -1.026)  -0.09
C (-5.318, -2.793, -2.335)  -0.15
H (-4.079, -6.073, 1.332)  0.04
H (-2.740, -7.284, 0.849)  0.09
H (-4.420, -7.510, 0.408)  0.09
H (-2.186, -5.343, -2.026)  0.07
H (-1.969, -7.071, -1.592)  0.09
H (-1.276, -5.902, -0.599)  0.06
H (-8.106, -5.392, 0.188)  0.08
H (-7.686, -4.701, -1.385)  0.07
H (-7.521, -6.469, -1.110)  0.08
H (-6.667, -3.717, 1.065)  0.08
H (-5.954, -5.033, 1.917)  0.07
H (-4.855, -3.978, 1.107)  0.05
H (-2.959, -3.417, -0.133)  0.05
H (-2.223, -2.906, -1.348)  0.08
H (-3.614, -1.878, -0.743)  0.07
H (-5.892, -2.297, -1.553)  0.09
H (-5.933, -3.500, -2.892)  0.08
H (-4.911, -2.159, -3.122)  0.07
O (0.540, 2.449, 0.439)  -0.31
P (0.260, 0.992, 0.767)  0.65
N (1.546, -0.045, 0.420)  -0.30
C (2.900, 0.222, 0.983)  -0.08
C (1.437, -1.416, -0.025)  -0.12
N (-1.145, 0.382, -0.022)  -0.30
C (-2.496, 0.357, 0.670)  -0.06
C (-1.101, 0.359, -1.434)  -0.15
N (0.034, 0.556, 2.457)  -0.28
C (0.429, 1.527, 3.555)  -0.07
C (-0.024, -0.828, 2.944)  -0.11
H (3.267, -0.355, 1.832)  0.06
H (3.032, 1.266, 1.267)  0.09
H (3.685, -0.144, 0.322)  0.06
H (2.021, -1.478, -0.944)  0.07
H (0.383, -1.685, -0.085)  0.07
H (1.902, -1.909, 0.829)  0.07
H (-2.300, -0.425, 1.403)  0.06
H (-2.559, 1.252, 1.289)  0.07
H (-3.325, 0.249, -0.029)  0.06
H (-0.466, -0.442, -1.812)  0.06
H (-2.134, 0.146, -1.712)  0.06
H (-0.905, 1.334, -1.879)  0.07
H (-0.448, 2.024, 3.971)  0.06
H (0.910, 0.939, 4.336)  0.05
H (1.051, 2.403, 3.370)  0.07
H (0.798, -1.006, 3.637)  0.06
H (0.074, -1.608, 2.189)  0.06
H (-1.000, -0.819, 3.430)  0.08

ΔE to the lowest compared entry with this formula, charge and spin: 601.5 kJ/mol
net charge: 0
multiplicity: 1
Kohn-Sham gap: 7.311 eV
maximum force: 8.51 eV Å⁻¹